{"formula": "C36H44GaN5O2", "method": "ωB97M-V/def2-TZVPD", "elements": ["Ga", "C", "C", "C", "C", "C", "C", "C", "C", "C", "C", "C", "C", "C", "C", "C", "C", "N", "C", "C", "C", "N", "C", "C", "C", "N", "C", "C", "C", "C", "C", "C", "C", "C", "C", "C", "C", "C", "N", "C", "C", "H", "H", "H", "H", "H", "H", "H", "H", "H", "H", "H", "H", "H", "H", "H", "H", "H", "H", "H", "H", "H", "H", "H", "H", "H", "H", "H", "H", "H", "H", "H", "H", "H", "H", "H", "H", "H", "H", "H", "H", "H", "H", "H", "H", "O", "N", "O"], "positions_angstrom": [[-0.4914, -0.1938, -0.2303], [-3.7391, -1.1624, 4.4284], [-2.8282, 0.0321, 4.7235], [-2.2676, 0.5832, 3.4571], [-2.5639, 1.7579, 2.8269], [-3.5262, 2.8205, 3.2497], [-2.8964, 3.8618, 4.1777], [-1.7735, 1.7854, 1.6231], [-1.4875, 2.8984, 0.8515], [-0.6561, 2.8728, -0.2563], [-0.1827, 4.0232, -0.9859], [-0.1913, 5.4120, -0.4437], [0.8384, 5.5345, 0.6849], [0.3960, 3.5491, -2.1266], [0.2618, 2.1149, -2.0832], [0.5254, 1.2422, -3.1259], [0.6043, -0.1312, -2.9922], [0.6073, -0.7646, -1.7842], [1.1798, -1.9847, -1.9797], [1.6421, -2.7815, -0.9479], [1.4191, -2.5193, 0.3935], [0.5566, -1.5751, 0.8581], [0.4170, -1.7937, 2.1936], [-0.5389, -1.1924, 2.9941], [-1.3174, -0.1077, 2.6258], [-1.1130, 0.6006, 1.4814], [1.3416, -2.8152, 2.6238], [1.9619, -3.2716, 1.4989], [3.1030, -4.2230, 1.3643], [4.3825, -3.4258, 1.0936], [1.5643, -3.2383, 4.0394], [0.6788, -4.4235, 4.4289], [1.4070, -2.1955, -3.3856], [1.0224, -1.0486, -4.0212], [0.9357, -0.7753, -5.4822], [-0.5228, -0.8446, -5.9466], [1.9454, -3.4566, -3.9697], [0.9234, -4.5912, -3.8700], [-0.2736, 1.7336, -0.8928], [1.0925, 4.3062, -3.2099], [0.1084, 4.8218, -4.2624], [-4.1374, -1.5762, 5.3523], [-4.5699, -0.8595, 3.7952], [-3.1865, -1.9392, 3.9049], [-3.3858, 0.8104, 5.2460], [-2.0132, -0.2911, 5.3756], [-3.9137, 3.3208, 2.3606], [-4.3692, 2.3526, 3.7638], [-2.5403, 3.3928, 5.0925], [-3.6344, 4.6183, 4.4377], [-2.0572, 4.3556, 3.6926], [-1.9139, 3.8450, 1.1488], [0.0508, 6.1263, -1.2320], [-1.1806, 5.6560, -0.0503], [1.8323, 5.2911, 0.3153], [0.8528, 6.5502, 1.0743], [0.5981, 4.8476, 1.4944], [0.7480, 1.6592, -4.0970], [2.2264, -3.6504, -1.2138], [-0.6558, -1.5740, 3.9968], [3.2204, -4.8150, 2.2726], [2.9244, -4.9130, 0.5371], [4.5624, -2.7216, 1.9032], [5.2419, -4.0860, 1.0051], [4.2828, -2.8569, 0.1717], [2.6136, -3.5135, 4.1650], [1.3632, -2.3996, 4.7088], [0.8897, -5.2798, 3.7929], [0.8635, -4.7056, 5.4634], [-0.3733, -4.1701, 4.3201], [1.3398, 0.2144, -5.7053], [1.5290, -1.5098, -6.0295], [-1.1396, -0.1453, -5.3849], [-0.5865, -0.6023, -7.0049], [-0.9231, -1.8452, -5.7964], [2.2103, -3.2899, -5.0148], [2.8570, -3.7488, -3.4405], [0.0136, -4.3365, -4.4082], [1.3292, -5.5050, -4.2991], [0.6625, -4.7706, -2.8294], [1.6354, 5.1509, -2.7770], [1.8253, 3.6488, -3.6830], [0.6346, 5.3747, -5.0378], [-0.6237, 5.4819, -3.8031], [-0.4239, 3.9936, -4.7252], [-2.0531, -1.7551, -0.1554], [-2.8085, -1.1684, -0.9427], [-2.3621, -0.0960, -1.3822]], "forces_ev_per_angstrom": [[-0.163, -0.059, -0.075], [0.021, 0.093, 0.180], [-0.050, -0.096, -0.171], [0.004, 0.203, -0.013], [-0.055, -0.218, 0.024], [0.226, 0.077, 0.113], [-0.170, -0.051, -0.095], [0.064, 0.048, 0.099], [-0.060, -0.193, -0.033], [0.001, 0.083, -0.044], [0.012, -0.057, -0.242], [0.145, -0.125, 0.090], [-0.126, 0.161, -0.095], [-0.044, 0.080, 0.216], [-0.008, 0.098, 0.048], [-0.043, -0.161, 0.020], [0.168, 0.009, -0.062], [-0.108, 0.060, 0.081], [0.043, 0.103, -0.003], [-0.138, 0.056, 0.026], [-0.036, 0.007, 0.004], [-0.113, 0.345, -0.127], [0.005, 0.004, 0.069], [-0.007, -0.009, -0.099], [0.064, 0.125, 0.004], [0.077, -0.105, -0.059], [0.176, -0.103, -0.186], [-0.172, -0.022, 0.211], [0.049, 0.227, -0.004], [0.021, -0.207, 0.021], [-0.146, -0.140, -0.109], [0.148, 0.107, 0.092], [0.046, 0.244, -0.143], [0.145, -0.276, 0.128], [-0.088, -0.047, 0.073], [0.184, 0.045, -0.109], [-0.167, -0.047, 0.020], [0.182, 0.002, -0.091], [0.105, -0.322, 0.080], [-0.248, 0.017, -0.065], [0.199, 0.011, 0.031], [-0.073, -0.088, 0.052], [-0.079, -0.001, -0.060], [-0.009, -0.090, -0.043], [0.045, -0.010, 0.087], [-0.007, 0.079, 0.100], [-0.123, -0.051, 0.024], [-0.042, 0.026, -0.109], [0.076, 0.007, 0.074], [0.000, 0.099, 0.091], [0.116, 0.035, 0.003], [-0.012, 0.084, 0.024], [-0.135, 0.022, -0.024], [-0.046, 0.105, -0.103], [0.092, -0.028, 0.008], [0.050, 0.075, 0.113], [0.036, -0.016, 0.067], [0.006, 0.061, -0.059], [0.040, -0.058, 0.044], [-0.019, -0.024, 0.116], [-0.063, -0.058, -0.016], [-0.022, -0.102, 0.052], [0.059, 0.060, 0.057], [0.137, -0.033, -0.015], [0.044, 0.059, -0.056], [0.007, 0.053, 0.070], [0.105, 0.002, 0.006], [-0.026, -0.097, -0.059], [-0.047, -0.088, 0.092], [-0.112, -0.017, -0.022], [0.074, -0.004, -0.056], [0.052, 0.102, -0.035], [-0.049, 0.026, 0.006], [-0.112, 0.023, -0.112], [-0.055, -0.060, 0.028], [0.090, -0.029, 0.031], [0.045, 0.033, -0.075], [-0.109, 0.029, -0.025], [-0.016, -0.129, 0.012], [-0.078, -0.083, 0.044], [0.042, -0.077, -0.020], [0.076, 0.125, 0.025], [-0.013, 0.054, -0.111], [-0.102, 0.048, 0.006], [-0.090, -0.042, -0.052], [0.679, 0.479, 0.035], [-1.322, -0.506, -0.454], [0.748, 0.043, 0.437]], "homo_ev": [-6.68, -6.68], "lumo_ev": [-0.964, -0.964], "charge": 0, "orbital_gap_ev": [5.717, 5.717]}



{"formula": "C36H44N2O3", "method": "ωB97M-V/def2-TZVPD", "elements": ["C", "C", "O", "C", "C", "C", "O", "C", "C", "C", "C", "C", "C", "O", "H", "H", "H", "H", "H", "H", "H", "H", "H", "H", "H", "H", "H", "H", "H", "H", "H", "C", "N", "C", "C", "C", "C", "C", "C", "C", "C", "C", "C", "C", "C", "C", "C", "C", "C", "C", "C", "N", "C", "C", "C", "C", "C", "C", "H", "H", "H", "H", "H", "H", "H", "H", "H", "H", "H", "H", "H", "H", "H", "H", "H", "H", "H", "H", "H", "H", "H", "H", "H", "H", "H"], "positions_angstrom": [[4.4516, -3.0441, 3.7413], [3.7049, -1.8094, 3.3101], [2.3235, -2.0445, 3.5910], [1.4663, -1.0439, 3.2520], [0.1402, -1.4320, 3.7385], [-0.9704, -0.5504, 3.5208], [-0.9501, 0.3984, 2.7410], [-2.2675, -0.9270, 4.2782], [-3.1593, -1.8656, 3.4767], [-2.8273, -3.3567, 3.4406], [-1.4956, -3.7820, 2.7915], [-0.3370, -3.9685, 3.7738], [0.0314, -2.6801, 4.5530], [1.8181, -0.0423, 2.6425], [5.4879, -2.9613, 3.4106], [4.4443, -3.1421, 4.8351], [4.0055, -3.9588, 3.3230], [4.0539, -0.9312, 3.8683], [3.8472, -1.6346, 2.2348], [-2.0522, -1.3357, 5.2753], [-2.8326, 0.0024, 4.4330], [-4.1540, -1.8002, 3.9333], [-3.2499, -1.4806, 2.4504], [-2.9097, -3.7903, 4.4486], [-3.6294, -3.8198, 2.8462], [-1.6815, -4.7630, 2.3141], [-1.1958, -3.0792, 1.9977], [-0.6023, -4.7395, 4.5220], [0.5538, -4.3193, 3.2198], [1.0119, -2.8657, 5.0116], [-0.7131, -2.5700, 5.3541], [-5.3186, 0.5888, -5.8062], [-4.1582, -0.2697, -5.6790], [-4.2490, -1.5020, -6.4353], [-3.0984, 0.0391, -4.8779], [-1.9064, -0.7444, -4.8689], [-0.8806, -0.4699, -3.9754], [-0.9626, 0.6027, -3.0499], [0.0359, 0.8102, -1.9924], [0.8408, -0.2449, -1.4908], [1.9370, -0.0941, -0.6475], [3.0658, -0.9753, -0.6012], [4.2674, -0.5782, 0.0586], [5.3318, -1.4649, 0.1976], [5.2187, -2.7785, -0.2818], [4.0964, -3.1400, -1.0417], [3.0442, -2.2499, -1.2100], [0.1859, 2.1576, -1.4465], [0.2805, 2.3900, -0.0574], [0.2788, 3.6793, 0.4362], [0.4297, 4.7916, -0.4323], [0.4635, 6.0610, 0.0674], [0.9624, 7.1917, -0.6850], [0.1179, 6.3465, 1.4436], [0.4823, 4.5467, -1.8346], [0.2092, 3.2799, -2.3198], [-2.1097, 1.4449, -3.1460], [-3.1606, 1.1600, -4.0031], [-5.0343, 1.6398, -5.6742], [-5.7403, 0.4584, -6.8079], [-6.1008, 0.3376, -5.0698], [-3.6553, -2.2941, -5.9643], [-5.2981, -1.8126, -6.4717], [-3.9059, -1.3744, -7.4750], [-1.8104, -1.5653, -5.5817], [0.0372, -1.0611, -4.0248], [0.5883, -1.2408, -1.8616], [2.0242, 0.7772, 0.0005], [4.3382, 0.4295, 0.4598], [6.2434, -1.1556, 0.7170], [6.0230, -3.4949, -0.1164], [4.0304, -4.1341, -1.4879], [2.1672, -2.5203, -1.7962], [0.3180, 1.5673, 0.6606], [0.1979, 3.8265, 1.5123], [1.5624, 6.8480, -1.5348], [0.1481, 7.8265, -1.0647], [1.5903, 7.8042, -0.0298], [-0.5628, 5.5784, 1.8298], [1.0104, 6.3801, 2.0864], [-0.3836, 7.3156, 1.4967], [0.6760, 5.3603, -2.5309], [0.0723, 3.1349, -3.3942], [-2.2013, 2.3413, -2.5314], [-4.0515, 1.7863, -3.9957]], "forces_ev_per_angstrom": [[0.082, -0.285, 0.293], [-0.425, -0.118, -0.121], [1.863, 0.014, -0.322], [-2.873, -0.569, 0.502], [0.636, 1.343, -0.465], [0.839, -1.766, 0.647], [-0.657, 1.098, -0.510], [0.180, 0.708, -0.096], [-0.384, -0.075, 0.201], [0.053, -0.099, -0.407], [-0.066, -0.534, 0.048], [0.151, 0.266, 0.047], [0.090, -0.557, 0.245], [0.734, 0.067, -0.369], [0.093, -0.140, 0.033], [0.008, -0.009, -0.241], [0.133, 0.324, 0.007], [-0.047, -0.024, -0.214], [-0.151, 0.064, 0.439], [-0.128, 0.099, -0.308], [0.207, -0.059, -0.102], [-0.111, 0.038, -0.213], [0.059, -0.051, 0.160], [0.106, 0.097, -0.112], [0.050, 0.029, 0.208], [0.168, 0.345, 0.004], [-0.160, -0.119, 0.240], [0.099, 0.077, -0.352], [-0.306, 0.079, 0.188], [-0.513, -0.038, 0.246], [0.315, -0.018, -0.102], [-0.060, 0.277, 0.193], [0.149, -0.030, -0.016], [0.264, -0.194, -0.130], [-0.014, -0.014, 0.272], [0.024, 0.142, 0.123], [-0.342, 0.081, -0.041], [0.160, -0.013, -0.001], [-0.252, 0.761, 0.554], [-0.004, -0.323, 0.133], [-0.522, 0.523, -0.650], [1.040, -0.950, 0.420], [-0.603, -0.239, -0.330], [-0.085, -0.243, -0.096], [-0.181, 0.519, -0.374], [-0.046, -0.065, 0.139], [0.032, 0.230, 0.228], [-0.348, 0.131, -0.397], [-0.073, 0.175, 0.056], [0.175, -0.040, -0.080], [-0.200, -0.146, -0.110], [0.079, -0.004, 0.002], [-0.050, -0.062, -0.278], [0.032, -0.292, 0.233], [-0.247, -0.177, 0.114], [0.403, -0.132, 0.396], [-0.065, -0.172, -0.225], [0.479, -0.152, -0.015], [-0.199, -0.296, -0.194], [0.085, 0.116, 0.169], [0.204, 0.084, -0.147], [-0.296, 0.153, -0.129], [0.211, -0.057, 0.084], [-0.013, -0.027, 0.231], [0.139, 0.332, 0.289], [-0.361, 0.096, 0.073], [0.363, 0.288, -0.124], [0.150, 0.017, -0.501], [-0.088, -0.189, 0.083], [-0.392, -0.077, -0.150], [-0.201, 0.191, -0.059], [0.057, 0.290, 0.177], [0.290, -0.178, 0.185], [-0.432, 0.135, -0.070], [0.237, -0.189, -0.356], [-0.061, 0.216, 0.289], [0.113, -0.104, 0.037], [-0.004, -0.076, -0.138], [0.138, 0.401, -0.066], [-0.163, -0.009, -0.040], [0.023, -0.074, -0.026], [-0.336, -0.206, 0.149], [0.262, -0.011, 0.321], [0.094, -0.454, 0.083], [0.388, -0.147, 0.135]], "homo_ev": -5.18, "lumo_ev": -2.118, "charge": 0, "orbital_gap_ev": 3.066}



> What is the formula in the second record?

C36H44N2O3